The molecule CH2F2O3S2 at a distorted geometry. Source: the Open Molecules 2025 dataset; level of theory: ωB97M-V/def2-TZVPD.

Last column: natural (NBO) charge in e.
Geometry (Å):
C (1.234558, 0.116249, 1.150096)  0.365
O (1.710891, -0.416008, -1.581307)  -0.883
O (-0.510633, -0.605690, -0.662753)  -0.927
O (-2.294802, 0.948918, -1.477749)  -0.917
F (2.489030, 0.557793, 1.339588)  -0.323
F (0.427940, 1.076410, 1.760388)  -0.364
S (-2.061819, 0.010620, -0.398007)  1.364
S (0.793781, 0.365576, -0.806443)  1.492
H (0.960620, -0.913247, 1.621096)  0.165
H (-2.749565, -1.140620, -0.944908)  0.027

Force components x, y, z for each atom (eV/Å):
C -1.1 0.6 -0.2
O 0.7 -0.3 -0.4
O -1.2 -0.9 0.3
O -0.2 0.8 0.1
F -0.2 -0.8 0.0
F 0.2 -0.9 -0.5
S -0.6 -0.8 -1.2
S 0.3 0.2 2.1
H 0.9 1.6 -1.0
H 1.2 0.5 0.9

- strongest force on any atom (eV/Å) = 2.13
- HOMO (eV) = -10.151
- ΔE to the lowest compared entry with this formula, charge and spin (kcal per mole) = 4.1
- net charge = 0
- HOMO-LUMO gap (Eh) = 0.3766
- E_tot (a.u.) = -1261.02104